1.
# C23H33N9ReTe

A molecular structure, C23H33N9ReTe at a distorted geometry (the ωB97M-V functional and the def2-TZVPD basis, OMol25).

Atoms and positions in Å:
Re: -1.081 0.973 -1.134
C: -0.695 3.347 0.615
N: -0.437 2.556 1.799
C: -0.421 3.201 3.121
C: -0.201 2.013 4.062
N: -0.373 0.843 3.173
C: 0.002 -0.473 3.707
C: -0.566 1.225 1.912
N: -0.850 0.444 0.864
C: -1.165 -0.992 1.044
C: -2.215 -1.372 0.055
N: -1.735 -0.943 -1.288
C: -2.195 -1.538 -2.414
N: -1.542 -1.506 -3.578
C: -0.267 -0.877 -3.887
C: -2.341 -2.102 -4.655
C: -3.418 -2.847 -3.874
N: -3.323 -2.242 -2.533
C: -4.337 -2.617 -1.540
H: -0.164 4.291 0.719
H: -1.752 3.556 0.456
H: -0.276 2.881 -0.277
H: -1.365 3.712 3.306
H: 0.380 3.933 3.175
H: -0.919 1.978 4.873
H: 0.802 2.001 4.477
H: 0.839 -0.324 4.386
H: 0.333 -1.146 2.924
H: -0.816 -0.931 4.263
H: -1.561 -1.214 2.028
H: -0.277 -1.609 0.885
H: -3.149 -0.887 0.319
H: -2.346 -2.449 0.121
H: 0.344 -0.809 -3.004
H: -0.395 0.115 -4.316
H: 0.254 -1.509 -4.607
H: -1.727 -2.770 -5.251
H: -2.745 -1.328 -5.309
H: -3.232 -3.918 -3.817
H: -4.410 -2.691 -4.278
H: -5.260 -2.803 -2.078
H: -4.531 -1.820 -0.835
H: -4.067 -3.530 -1.008
Te: -2.663 2.380 -2.365
C: 2.786 2.208 -2.649
C: 1.453 2.167 -2.335
N: 0.974 1.205 -1.512
C: 1.806 0.303 -0.979
C: 3.161 0.309 -1.211
C: 3.648 1.262 -2.092
C: 4.051 -0.686 -0.548
C: 4.113 -1.023 0.739
C: 3.357 -0.500 1.915
C: 3.534 -1.110 3.144
C: 2.775 -0.655 4.210
N: 1.923 0.371 4.097
C: 1.880 0.933 2.883
N: 2.525 0.542 1.784
H: 3.150 2.979 -3.316
H: 0.750 2.887 -2.714
H: 1.368 -0.438 -0.325
H: 4.708 1.277 -2.337
H: 4.742 -1.194 -1.220
H: 4.838 -1.789 0.996
H: 4.237 -1.930 3.268
H: 2.843 -1.128 5.186
H: 1.241 1.809 2.777

Results
E_LUMO (spin up / spin down): -6.5 / -6.5 eV
E_HOMO (spin up / spin down): -12.98 / -12.99 eV
Relative energy (zero: lowest compared OMol25 entry of this formula, charge and spin): 3.9674 eV
2S+1: 2
Charge: +2
Frontier orbital gap (spin up / spin down): 6.50 / 6.50 eV



2.
# C8H11NOSi

A molecular structure, C8H11NOSi at a distorted geometry (the ωB97M-V functional and the def2-TZVPD basis, OMol25).

Atoms and positions in Å:
C: 3.556 0.354 -0.214
C: 2.501 1.218 -0.379
C: 3.208 -0.962 0.046
C: 1.189 0.876 -0.325
C: 1.852 -1.319 0.228
C: 0.850 -0.424 0.082
C: -3.070 0.688 0.367
C: -2.647 0.149 -1.056
N: -2.001 0.333 1.180
O: -1.888 -1.017 -0.840
Si: -0.972 -0.921 0.523
H: 4.525 0.723 -0.202
H: 2.883 2.211 -0.615
H: 4.095 -1.647 0.357
H: 0.400 1.549 -0.602
H: 1.643 -2.292 0.600
H: -3.208 1.830 0.265
H: -4.035 0.194 0.761
H: -3.547 -0.278 -1.502
H: -2.088 0.806 -1.691
H: -2.167 0.652 2.111
H: -1.079 -2.722 0.905

Results
E_LUMO: 0.6 eV
E_HOMO: -9.15 eV
Relative energy (zero: lowest compared OMol25 entry of this formula, charge and spin): 2.2519 eV
Charge: 0
Frontier orbital gap: 9.78 eV



3.
# C24H32N4NdOP2

A molecular structure, C24H32N4NdOP2 at a distorted geometry (the ωB97M-V functional and the def2-TZVPD basis, OMol25).

Atoms and positions in Å:
C: -0.730 -4.322 0.522
C: -0.056 -3.131 0.302
C: -0.146 -2.529 -0.994
C: -0.968 -3.090 -1.997
C: -1.615 -4.307 -1.752
C: -1.496 -4.912 -0.495
C: -1.076 -2.331 -3.297
C: 0.230 -1.650 -3.641
C: 1.000 -1.161 -2.565
C: 2.199 -0.418 -2.797
C: 2.615 -0.248 -4.113
C: 1.885 -0.789 -5.184
C: 0.696 -1.494 -4.954
H: -0.649 -4.791 1.509
H: -2.188 -4.783 -2.561
H: -2.003 -5.856 -0.294
H: -1.392 -3.000 -4.109
H: 3.541 0.303 -4.301
H: 2.253 -0.660 -6.203
H: 0.139 -1.946 -5.786
N: 0.590 -1.382 -1.256
Nd: -0.756 0.483 -0.314
C: 0.812 -2.520 1.393
H: 1.826 -2.312 1.004
H: 0.862 -3.164 2.285
C: 3.046 0.076 -1.634
H: 3.261 -0.783 -0.968
H: 3.994 0.514 -1.996
P: 0.163 -0.888 1.944
P: 2.167 1.313 -0.527
C: 2.320 2.929 -1.441
H: 1.875 3.734 -0.824
H: 3.364 3.174 -1.710
H: 1.702 2.851 -2.349
C: 3.358 1.512 0.887
H: 4.320 1.969 0.574
H: 2.881 2.146 1.663
H: 3.531 0.521 1.352
C: -1.507 -1.305 2.616
H: -1.455 -2.161 3.309
H: -1.935 -0.414 3.113
H: -2.187 -1.534 1.774
C: 1.116 -0.327 3.400
H: 0.782 0.705 3.642
H: 0.914 -1.015 4.246
H: 2.191 -0.299 3.129
H: -1.849 -1.534 -3.169
H: -0.128 1.448 -1.907
C: -4.693 2.004 2.536
N: -3.313 2.475 2.301
C: -2.927 3.693 2.808
C: -1.679 4.200 2.574
C: -0.771 3.412 1.847
N: -1.160 2.206 1.372
C: -2.446 1.795 1.530
O: -2.776 0.724 0.881
N: 0.478 3.815 1.549
H: -4.871 1.952 3.618
H: -4.839 1.027 2.072
H: -5.390 2.740 2.116
H: -3.702 4.202 3.369
H: -1.356 5.175 2.941
H: 0.760 4.734 1.874
H: 1.188 3.226 1.089

Results
E_LUMO (spin up / spin down): -3.8 / -3.7 eV
E_HOMO (spin up / spin down): -8.76 / -8.75 eV
2S+1: 4
Charge: +1
Frontier orbital gap (spin up / spin down): 5.01 / 5.01 eV



4.
# C28H49BrNP3V

A molecular structure, C28H49BrNP3V at a distorted geometry (the ωB97M-V functional and the def2-TZVPD basis, OMol25).

Atoms and positions in Å:
N: -6.928 5.424 -5.425
C: -6.694 6.040 -4.263
C: -5.963 5.424 -3.241
C: -5.364 4.169 -3.491
C: -5.652 3.528 -4.715
C: -6.450 4.201 -5.656
C: -4.471 3.563 -2.525
V: 0.001 -0.233 1.474
P: 6.310 -1.032 0.227
C: -3.552 2.609 -2.834
C: -2.638 2.089 -1.833
C: -1.409 1.483 -2.190
C: -0.510 1.031 -1.213
C: -0.858 1.162 0.146
C: -2.092 1.716 0.520
C: -2.944 2.217 -0.462
Br: 2.263 -0.358 2.241
H: -4.523 4.000 -1.519
H: -3.420 2.261 -3.870
H: -5.823 5.922 -2.288
H: -5.234 2.543 -4.935
H: -7.096 7.047 -4.123
H: -6.682 3.708 -6.607
H: -1.167 1.386 -3.252
H: -3.880 2.683 -0.152
H: 0.467 0.624 -1.502
H: -2.429 1.800 1.556
P: -0.427 -2.245 0.440
C: 5.734 0.703 0.491
C: 6.827 1.670 0.030
H: 5.514 0.823 1.564
H: 4.805 0.846 -0.076
H: 6.639 2.668 0.435
H: 7.824 1.352 0.357
H: 6.841 1.762 -1.061
C: 5.417 -1.480 -1.332
C: 6.156 -2.653 -1.975
H: 5.410 -0.593 -1.985
H: 4.379 -1.744 -1.080
H: 5.898 -2.728 -3.034
H: 7.244 -2.531 -1.897
H: 5.889 -3.606 -1.504
C: 5.259 -1.971 1.409
C: 5.917 -2.222 2.761
H: 4.953 -2.913 0.922
H: 4.361 -1.338 1.541
H: 5.295 -2.923 3.330
H: 6.925 -2.648 2.674
H: 5.984 -1.302 3.356
C: -0.305 -3.617 1.636
C: -1.449 -4.630 1.587
H: -0.237 -3.158 2.633
H: 0.670 -4.095 1.456
H: -2.382 -4.203 1.971
H: -1.634 -5.023 0.580
H: -1.200 -5.487 2.222
C: 0.807 -2.642 -0.868
C: 0.265 -2.639 -2.298
H: 1.223 -3.626 -0.603
H: 1.641 -1.930 -0.754
H: -0.405 -3.492 -2.474
H: -0.280 -1.716 -2.532
H: 1.098 -2.726 -3.008
C: -2.112 -2.302 -0.287
C: -3.301 -1.870 0.583
H: -2.241 -3.338 -0.627
H: -2.058 -1.669 -1.183
H: -4.013 -1.309 -0.043
H: -3.848 -2.735 0.987
H: -3.029 -1.219 1.425
C: 0.107 0.026 5.091
P: -0.764 0.452 3.549
C: -2.562 0.284 3.816
C: -0.580 2.280 3.462
H: 0.108 -1.056 5.254
H: -0.369 0.505 5.958
H: 1.153 0.345 5.042
H: -2.817 0.688 4.810
H: -3.139 0.810 3.039
H: -2.837 -0.778 3.762
H: -1.159 2.711 4.290
H: 0.480 2.529 3.581
H: -0.936 2.693 2.510

Results
E_LUMO (spin up / spin down): -5.8 / -9.1 eV
E_HOMO (spin up / spin down): -12.06 / -12.10 eV
Relative energy (zero: lowest compared OMol25 entry of this formula, charge and spin): 0.0000 eV
2S+1: 4
Charge: +2
Frontier orbital gap (spin up / spin down): 6.23 / 2.96 eV



5.
# C41H43BrKN6OS2

A molecular structure, C41H43BrKN6OS2 (the ωB97M-V functional and the def2-TZVPD basis, OMol25).

Atoms and positions in Å:
K: 0.243 -0.019 -0.412
N: -2.584 4.024 1.880
C: -1.904 3.129 1.077
S: -1.012 1.914 1.847
N: -2.067 3.431 -0.217
N: -1.474 2.592 -1.070
C: -1.574 2.888 -2.326
C: -2.233 4.120 -2.845
C: -3.242 4.034 -3.802
C: -3.857 5.175 -4.302
C: -3.466 6.427 -3.851
C: -2.462 6.525 -2.895
C: -1.856 5.385 -2.393
C: -1.033 1.916 -3.299
C: -0.711 2.283 -4.613
C: -0.234 1.321 -5.486
C: -0.070 0.018 -5.042
C: -0.388 -0.255 -3.718
N: -0.864 0.657 -2.879
H: -2.740 3.701 2.819
H: -3.339 4.508 1.420
H: -3.549 3.056 -4.155
H: -4.644 5.082 -5.041
H: -3.943 7.320 -4.238
H: -2.154 7.499 -2.532
H: -1.092 5.458 -1.632
H: -0.832 3.309 -4.932
H: 0.019 1.593 -6.505
H: 0.304 -0.766 -5.688
H: -0.250 -1.240 -3.282
C: -3.967 -7.562 -0.560
C: -2.994 -7.093 0.533
C: -3.798 -6.853 1.810
C: -1.987 -8.218 0.814
C: -2.261 -5.835 0.073
C: -2.332 -4.618 0.738
C: -1.649 -3.516 0.263
Br: -1.760 -1.898 1.268
C: -0.854 -3.499 -0.918
O: -0.273 -2.446 -1.340
C: -0.752 -4.788 -1.565
C: -1.453 -5.873 -1.068
C: 0.112 -4.926 -2.823
C: -0.556 -4.154 -3.969
C: 0.267 -6.382 -3.278
C: 1.528 -4.381 -2.576
H: -4.491 -8.473 -0.251
H: -3.438 -7.773 -1.491
H: -4.707 -6.787 -0.766
H: -4.300 -7.778 2.110
H: -4.561 -6.087 1.662
H: -3.154 -6.536 2.632
H: -2.501 -9.125 1.151
H: -1.280 -7.910 1.587
H: -1.412 -8.467 -0.080
H: -2.912 -4.503 1.644
H: -1.366 -6.819 -1.589
H: -1.537 -4.581 -4.189
H: 0.055 -4.202 -4.878
H: -0.695 -3.114 -3.689
H: -0.678 -6.810 -3.621
H: 0.662 -7.012 -2.477
H: 0.972 -6.418 -4.114
H: 1.492 -3.356 -2.215
H: 2.109 -4.423 -3.504
H: 2.040 -4.990 -1.827
N: 3.138 0.378 1.997
C: 3.517 1.653 1.786
C: 3.441 2.468 2.975
C: 2.751 2.104 4.155
C: 2.701 2.947 5.249
C: 3.341 4.184 5.226
C: 4.024 4.567 4.072
C: 4.064 3.735 2.970
H: 2.235 1.152 4.184
H: 2.147 2.644 6.131
H: 3.298 4.843 6.086
H: 4.522 5.531 4.035
H: 4.580 4.036 2.066
C: 5.922 -0.685 -4.500
C: 4.802 -0.334 -3.559
C: 4.728 -0.878 -2.285
C: 3.658 -0.554 -1.463
N: 2.679 0.267 -1.836
C: 2.753 0.795 -3.055
C: 3.783 0.531 -3.942
H: 6.777 -1.090 -3.960
H: 6.250 0.190 -5.063
H: 5.593 -1.437 -5.220
H: 5.492 -1.556 -1.923
H: 3.582 -0.981 -0.469
H: 1.947 1.465 -3.338
H: 3.783 0.992 -4.923
S: 2.780 -2.396 1.893
C: 2.923 -0.779 2.037

Results
E_LUMO (spin up / spin down): 3.8 / 3.8 eV
E_HOMO (spin up / spin down): -0.67 / -1.58 eV
Relative energy (zero: lowest compared OMol25 entry of this formula, charge and spin): 0.0866 eV
2S+1: 2
Charge: -2
Frontier orbital gap (spin up / spin down): 4.45 / 5.36 eV



6.
# C17H19NPtS4Sb

A molecular structure, C17H19NPtS4Sb at a distorted geometry (the ωB97M-V functional and the def2-TZVPD basis, OMol25).

Atoms and positions in Å:
Pt: 0.087 0.329 0.217
C: -0.477 -3.247 3.592
C: 0.604 -2.279 3.126
C: 1.959 -2.661 3.736
C: 0.722 -2.187 1.619
C: 0.108 -3.041 0.749
C: 0.353 -3.002 -0.651
C: 1.200 -2.091 -1.201
C: 1.531 -2.052 -2.662
C: 1.813 -1.127 -0.327
C: 1.592 -1.187 1.061
H: -0.568 -3.201 4.677
H: -0.224 -4.276 3.329
H: -1.452 -3.010 3.165
H: 0.341 -1.281 3.496
H: 2.303 -3.612 3.327
H: 1.869 -2.769 4.817
H: 2.729 -1.913 3.544
H: -0.556 -3.806 1.127
H: -0.128 -3.738 -1.283
H: 1.139 -1.145 -3.128
H: 1.114 -2.912 -3.183
H: 2.612 -2.050 -2.815
H: 2.635 -0.534 -0.712
H: 2.254 -0.628 1.712
S: 1.034 3.024 2.138
Sb: -0.931 4.295 1.003
S: -1.658 1.463 1.151
S: -0.073 1.306 2.366
S: -0.058 4.727 -0.934
N: -0.398 0.927 -1.725
C: -0.634 1.256 -2.797
C: -0.941 1.672 -4.130
C: -1.740 0.854 -4.930
C: -2.035 1.263 -6.217
C: -1.539 2.471 -6.693
C: -0.743 3.278 -5.890
C: -0.436 2.884 -4.600
H: -2.119 -0.082 -4.543
H: -2.653 0.642 -6.850
H: -1.774 2.785 -7.701
H: -0.360 4.215 -6.270
H: 0.181 3.499 -3.960

Results
E_LUMO: -4.5 eV
E_HOMO: -11.15 eV
Charge: +1
Frontier orbital gap: 6.69 eV



What are the electronic energy values for these records? In order: -1734.670130, -730.916225, -2471.992656, -5692.546676, -5962.302121, -2666.074332 Eh.